*1*
The following is a quantum chemistry calculation of an isolated ion of composition C2HN2O3 and charge -1, from OMol25.

Structure (ORCA input):
```
! RIJCOSX wB97M-V def2-TZVPD def2/J DEFGRID3
* xyz -1 1
C 2.0755 -1.1438 -0.4785
C 0.4176 -1.5843 2.0193
N 0.0058 -0.6738 0.7770
N 1.0387 -0.6475 -0.2225
O -0.2817 -1.3765 2.9749
O 3.1735 -1.2299 -0.9774
H -0.2448 0.3881 1.0823
O 1.3808 -2.3542 1.7149
*
```

SMILES string: O=C=NNC(=O)[O-]
LUMO in eV: 4.057
Molecular weight in u: 101.0
E_HOMO in eV: -4.560

Results of the Mulliken charge analysis, in e, for atoms 1 through 5:
1 C 0.5654
2 C 0.6160
3 N -0.2924
4 N -0.1920
5 O -0.6512

=====

*2*
The following is a quantum chemistry calculation of a 2-piece molecular cluster, C2HN2O3 overall, from OMol25.

Structure (ORCA input):
```
! RIJCOSX wB97M-V def2-TZVPD def2/J DEFGRID3
* xyz -1 1
O -2.6061 0.3036 -2.2401
N 0.7816 -0.6959 1.2803
O 2.7577 -0.5764 2.4952
H 0.1497 -0.4157 0.4644
C -1.6244 0.4877 -1.5829
O -0.7143 1.4946 -1.2541
C 1.8894 -0.5835 1.7087
N -0.6336 -0.0145 -0.8715
*
```

LUMO in eV: 3.689
Molecular weight in u: 101.0
E_HOMO in eV: -3.918

Results of the Mulliken charge analysis, in e, for atoms 1 through 5:
1 O -0.6319
2 N -0.3941
3 O -0.5204
4 H 0.5508
5 C 0.6999

=====

Which of them is the most stable? Correct choice: *1*.

=====

*1*
The following is a quantum chemistry calculation of a 2-piece molecular cluster, C2H3ClN2 overall, from OMol25.

Structure (ORCA input):
```
! RIJCOSX wB97M-V def2-TZVPD def2/J DEFGRID3
* xyz 0 1
H 0.1196 -0.4996 1.6859
H 1.7306 -0.5351 0.9909
C 0.7656 0.1160 1.2289
Cl -2.1575 -1.1525 -1.2211
N -0.7187 -0.4090 -1.7683
C -0.0649 0.3838 -0.7674
H 1.0406 1.0499 1.4398
N -0.7151 1.0464 -1.5887
*
```

LUMO in eV: -0.705
Molecular weight in u: 90.5
E_HOMO in eV: -9.565

Results of the Mulliken charge analysis, in e, for atoms 1 through 5:
1 H 0.3223
2 H 0.2537
3 C -0.6204
4 Cl -0.1404
5 N -0.0904

=====

*2*
The following is a quantum chemistry calculation of a 2-piece molecular cluster, C2H3ClN2 overall, from OMol25.

Structure (ORCA input):
```
! RIJCOSX wB97M-V def2-TZVPD def2/J DEFGRID3
* xyz 0 1
H 0.0172 -1.3252 4.2151
N -0.9294 1.1570 -1.5155
C -0.4552 0.0389 -1.1915
Cl -0.2218 -0.1716 3.7219
N 2.0579 -0.5119 -1.3068
H -1.1432 -0.7200 -0.8330
H -0.2550 1.8483 -1.8486
C 0.9295 -0.3156 -1.2416
*
```

SMILES string: [H]/N=C\C#N.Cl
LUMO in eV: -0.100
Molecular weight in u: 90.5
E_HOMO in eV: -11.301

Results of the Mulliken charge analysis, in e, for atoms 1 through 5:
1 H 0.2416
2 N -0.4778
3 C -0.0652
4 Cl -0.2418
5 N -0.3156

=====

Which of them is the most stable? Correct choice: *2*.

=====

*1*
The following is a quantum chemistry calculation of a 2-piece molecular cluster, C2H3ClN2 overall, from OMol25.

Structure (ORCA input):
```
! RIJCOSX wB97M-V def2-TZVPD def2/J DEFGRID3
* xyz 0 1
Cl 2.1171 1.4317 -0.0551
H -1.0807 -0.0939 -1.1741
H 0.0071 0.5326 1.4245
C 0.6144 -1.2430 0.1550
C -0.1608 -0.0516 0.5449
N 1.2227 -2.1616 -0.1781
H -1.6662 1.1995 -0.3654
N -1.0536 0.3864 -0.3518
*
```

LUMO (spin up / spin down) in eV: -2.093 / -2.090
Molecular weight in u: 90.5
E_HOMO (spin up / spin down) in eV: -9.072 / -9.074

Results of the Mulliken charge analysis, in e, for atoms 1 through 5:
1 Cl -0.5236
2 H 0.2088
3 H 0.4708
4 C 0.2786
5 C -0.2046

=====

*2*
The following is a quantum chemistry calculation of a 2-piece molecular cluster, C2H3ClN2 overall, from OMol25.

Structure (ORCA input):
```
! RIJCOSX wB97M-V def2-TZVPD def2/J DEFGRID3
* xyz 0 1
C -1.4859 -0.8971 -0.8431
H 0.4013 0.1649 -0.3694
N -2.2718 -1.6074 -1.2871
H -2.2068 1.0097 0.5347
H 3.3643 0.6170 1.0844
Cl 4.0365 -0.4813 0.8359
C -0.6576 0.1686 -0.3526
N -1.1801 1.0257 0.3973
*
```

SMILES string: [H]/N=C\C#N.Cl
LUMO in eV: -0.162
Molecular weight in u: 90.5
E_HOMO in eV: -11.187

Results of the Mulliken charge analysis, in e, for atoms 1 through 5:
1 C 0.3029
2 H 0.3391
3 N -0.3320
4 H 0.2662
5 H 0.2467

=====

Which of them is the most stable? Correct choice: *2*.

=====

*1*
The following is a quantum chemistry calculation of an isolated ion of composition C6H17N2 and charge +1, from OMol25.

Structure (ORCA input):
```
! RIJCOSX wB97M-V def2-TZVPD def2/J DEFGRID3
* xyz 1 1
H -3.0964 -0.2242 -0.5694
H 3.2096 -0.6814 -1.2124
C 1.2505 1.1882 0.3756
N -2.6175 -0.2155 0.3335
H -0.8183 1.6582 0.1104
H 3.3806 1.4102 -0.1223
H -1.8859 -1.9735 -0.3155
H 0.0107 -1.3199 1.9581
C -0.4006 -0.5086 -0.6308
H 0.5868 -0.9544 -0.7285
H -1.6720 -1.0227 2.4627
H -0.8806 -0.5689 -1.5995
C -1.4275 -1.2330 0.2636
H 1.2789 2.1292 0.9174
H -3.3123 -0.5674 0.9902
H 2.2188 2.0014 -1.2551
C 2.4368 1.1633 -0.6103
C -1.0355 -1.4722 1.7048
H 1.3947 0.3651 1.0829
H -2.3046 0.7348 0.5207
H -1.1509 -2.5407 1.9172
H -0.1751 1.4358 -1.3482
N 2.5064 -0.0042 -1.4556
C -0.0740 0.9890 -0.3536
H 2.5774 0.2115 -2.4359
*
```

SMILES string: C[C@@H]([NH3+])CCCCN
LUMO in eV: -3.284
Molecular weight in u: 117.2
E_HOMO in eV: -12.194

Results of the Mulliken charge analysis, in e, for atoms 1 through 5:
1 H 0.3682
2 H 0.1957
3 C -0.7745
4 N -0.3857
5 H 0.5761

=====

*2*
The following is a quantum chemistry calculation of a 2-piece molecular cluster, C6H17N2 overall, from OMol25.

Structure (ORCA input):
```
! RIJCOSX wB97M-V def2-TZVPD def2/J DEFGRID3
* xyz 1 1
H 1.2875 -0.6797 2.3856
C -1.8218 0.5156 -0.0424
H -3.8621 -0.8221 1.3523
H -0.3747 1.0605 -1.4029
N -0.5394 0.9014 -0.4019
H 3.4071 1.3609 -1.4467
H 1.8655 1.3579 -2.2986
C -2.1936 -0.9976 -0.0301
H -2.5394 0.9992 -0.7289
H 0.9489 -0.4308 -0.7067
H 2.9506 -1.1070 0.8301
H -4.3562 -0.7363 -0.3002
H 1.9888 2.0414 -0.6661
C 2.0437 -0.1187 -0.7419
H -1.5566 -1.5382 0.6765
N 2.4264 -0.2686 0.6230
H -2.0257 -1.3888 -1.0343
C -3.6460 -1.2232 0.3642
H 1.5755 1.0656 2.0185
C 1.4516 0.0533 1.6032
C 2.3327 1.2463 -1.3212
H 2.5968 -0.8900 -1.2852
H -3.7638 -2.2915 0.3589
H -2.0443 0.9498 0.9258
H 0.5588 0.1797 0.9634
*
```

LUMO in eV: -7.634
Molecular weight in u: 117.2
E_HOMO in eV: -13.230

Results of the Mulliken charge analysis, in e, for atoms 1 through 5:
1 H 0.3709
2 C -0.8273
3 H 0.3752
4 H 0.3403
5 N -0.2967

=====

*3*
The following is a quantum chemistry calculation of an isolated ion of composition C6H17N2 and charge +1, from OMol25.

Structure (ORCA input):
```
! RIJCOSX wB97M-V def2-TZVPD def2/J DEFGRID3
* xyz 1 1
H 0.8626 -2.3260 1.9510
H -2.3620 2.0377 -0.4108
H 1.3043 0.9271 1.0889
C -0.4507 -2.1814 -1.0697
H 0.7593 0.1313 -1.5832
C -0.1621 -0.3961 0.5663
C 0.4710 1.0255 0.3648
H 0.0998 3.0019 1.0057
C 0.7758 -2.6927 0.9200
H 1.7665 -3.1263 0.7000
H 0.2047 -3.6178 1.0574
N 0.4267 -1.5950 0.0486
H 0.7006 1.7176 -1.6120
N 1.0864 0.9608 -1.0178
H -1.2166 2.7725 -1.3579
H -1.0424 -2.9864 -0.6244
H 2.0959 0.9628 -1.1361
C -1.5596 2.7755 -0.2638
H -1.2890 -0.3355 0.2507
C -0.5011 2.1599 0.6867
H -0.2688 -0.3807 1.6499
H -1.1411 -1.4063 -1.3942
H -2.0201 3.6980 0.1003
H -1.0816 1.8095 1.5351
H 0.3545 -2.5592 -1.8198
*
```

SMILES string: CC[C@H]([NH3+])CN(C)C
LUMO in eV: -3.366
Molecular weight in u: 117.2
E_HOMO in eV: -12.652

Results of the Mulliken charge analysis, in e, for atoms 1 through 5:
1 H 0.3604
2 H 0.3141
3 H 0.2516
4 C -1.1550
5 H 0.2971

=====

*4*
The following is a quantum chemistry calculation of a 2-piece molecular cluster, C6H17N2 overall, from OMol25.

Structure (ORCA input):
```
! RIJCOSX wB97M-V def2-TZVPD def2/J DEFGRID3
* xyz 1 1
H -2.5284 -2.6390 0.4122
H -1.3303 -1.1173 1.5588
H 2.3092 1.4353 -3.2513
N -1.6559 2.0262 2.4727
C 1.2157 0.6641 0.0345
H -1.1375 -1.1980 -1.0241
C -1.6313 -2.9662 -0.1263
H -1.0261 0.8436 0.7271
H 0.2826 -1.6852 1.4671
H 2.8665 2.0107 -1.6770
H -2.0122 2.9653 2.2950
C -0.0998 0.2958 0.5675
H -1.2099 -3.8250 0.3939
H 3.1889 0.3523 -2.1361
H -1.4603 2.0110 3.4708
C 2.4543 1.1504 -2.2100
C -0.4660 -1.1175 0.9071
H 1.5278 1.6477 0.3942
H 0.4000 1.6019 -1.6676
C 1.1246 0.7932 -1.5477
H 1.9529 -0.0699 0.3449
H -0.7425 2.0688 2.0346
H 0.6824 -0.1032 -1.9813
N -0.7249 -1.8408 -0.3535
H -1.9800 -3.3041 -1.1055
*
```

LUMO in eV: -6.770
Molecular weight in u: 117.2
E_HOMO in eV: -13.543

Results of the Mulliken charge analysis, in e, for atoms 1 through 5:
1 H 0.3886
2 H 0.4426
3 H 0.3615
4 N -0.6788
5 C -0.5046

=====

Which of them is the most stable? Correct choice: *1*.